153
Properties=species:S:1:pos:R:3:forces:R:3 method="wB97M-V/def2-TZVPD" e_homo_ev=-1.376 total_charge=-2 max_force_ha_per_bohr=0.018 gap_ev=4.860
Cs -0.6107 0.4050 0.5204 -0.838 0.065 0.124
Br -7.3990 -1.7963 -5.2044 0.094 0.029 0.082
Br -0.2069 0.9218 5.2503 -0.185 0.077 0.060
P 1.3265 0.6416 -3.1300 -0.094 0.351 -0.560
P 2.7101 1.4074 1.6627 0.285 0.529 0.540
P 0.3995 -3.1761 0.4288 -0.531 -0.754 0.117
Si 2.3591 -0.9938 -0.5791 0.620 -0.197 -0.250
O -0.8511 3.1696 -2.2051 -0.128 -0.042 0.088
O -2.9644 -0.0071 -1.5506 0.252 0.083 0.012
N -4.5377 -0.9347 0.5478 0.206 0.279 -0.402
N -2.4535 4.5140 -3.0612 -0.004 0.030 -0.011
N -2.6115 -1.5495 2.3976 0.246 0.045 -0.110
N -3.0290 2.7678 -1.6452 -0.013 -0.059 0.046
C 1.4356 3.5705 0.4097 0.085 -0.054 0.162
C -3.5561 4.4815 2.8495 -0.051 0.106 -0.005
C 3.2403 4.3099 1.9558 -0.069 -0.120 0.024
C 3.2436 -2.4825 -5.0524 0.023 -0.014 -0.083
C 3.9462 0.1502 -0.5050 -0.055 0.072 0.014
C -0.7131 3.2106 6.7950 0.063 -0.123 -0.041
C 4.0362 1.2287 0.3941 -0.052 0.031 -0.052
C -1.6857 -1.8192 3.2788 -0.106 0.013 -0.146
C 3.6277 -3.2734 -3.9791 -0.025 -0.009 -0.028
C 3.1872 2.7056 -2.9455 -0.178 0.006 0.028
C -3.9684 -0.0113 -3.6813 -0.021 0.112 -0.043
C -5.2593 -1.3853 -0.3985 -0.031 -0.168 0.394
C -6.0062 -1.2104 -4.0174 -0.243 -0.110 -0.187
C 2.9974 1.8442 -5.2640 -0.076 0.062 0.015
C 2.1989 3.2229 1.6902 0.013 -0.118 -0.190
C -2.0452 3.4410 -2.2894 0.078 0.169 -0.189
C -1.5817 -3.4069 -1.5306 0.048 0.107 0.119
C 4.3149 -0.0904 3.3353 0.047 0.119 -0.057
C -0.1786 0.8185 -5.7159 0.044 -0.011 0.090
C -2.4051 4.4803 4.9604 0.145 -0.285 -0.035
C -1.8038 3.2287 4.5850 -0.161 0.224 -0.176
C -2.9223 3.2727 2.4978 0.159 -0.091 0.144
C 5.1653 2.0546 0.3941 0.089 0.010 -0.026
C 4.0129 -5.0370 1.2395 0.056 -0.064 0.038
C 5.0470 -0.0664 -1.3476 0.077 0.043 -0.054
C 2.5913 -1.2846 -4.8091 0.008 -0.075 0.009
C 4.4314 -2.7559 0.6330 0.026 -0.037 -0.019
C 2.6620 -4.8431 0.9960 0.006 0.009 -0.053
C 4.8995 -3.9801 1.0852 0.003 -0.042 -0.007
C 6.2198 1.8327 -0.4749 0.008 0.034 0.028
C 0.4792 -4.8160 -1.9881 -0.004 0.096 0.017
C -6.5228 -0.9584 3.6745 0.066 -0.072 0.262
C -5.0673 -1.1038 -1.8003 0.160 0.098 -0.293
C -0.7822 -0.9441 -4.0170 0.078 0.056 0.057
C -6.0637 -1.5335 -2.6857 0.078 0.081 0.032
C -5.5694 -1.2664 4.6052 -0.194 0.042 -0.025
C -3.9282 -0.3549 -2.2843 -0.156 -0.058 -0.035
C 6.1667 0.7486 -1.3394 -0.006 0.027 -0.039
C -1.9368 -1.9888 4.6531 -0.157 -0.041 0.212
C 2.7232 -1.6419 -2.3991 -0.069 0.062 -0.042
C -0.9758 2.6429 5.5788 0.093 -0.087 0.145
C 2.2334 2.0754 -3.9623 -0.039 -0.117 0.182
C -4.8995 -1.0815 1.8638 -0.462 -0.121 0.378
C 3.0855 -2.5442 0.3260 -0.120 -0.095 -0.002
C -4.2346 -1.4813 4.1967 0.044 0.023 -0.241
C -3.8817 -1.3728 2.8268 -0.167 -0.093 0.330
C 3.1717 1.8369 4.4497 0.072 -0.059 -0.125
C -4.9633 -0.4323 -4.5253 -0.036 -0.058 0.122
C 3.3754 -2.8498 -2.6840 0.006 -0.063 -0.008
C 0.0196 -4.6312 2.8210 -0.037 0.076 -0.041
C -3.8077 4.8122 -3.4598 -0.012 -0.085 0.176
C -2.1199 5.0683 6.2161 0.019 0.076 0.105
C -1.2887 4.4557 7.1105 -0.074 0.131 -0.008
C -0.1988 0.4531 -4.2338 0.009 -0.079 0.249
C 2.1778 -3.6049 0.5670 0.187 0.152 -0.004
C 2.3183 -0.8614 -3.5058 -0.017 -0.009 0.028
C -3.2918 5.0891 4.0484 -0.125 0.118 -0.092
C 3.8404 1.3550 3.1654 -0.090 -0.174 -0.032
C -0.5176 -4.5519 1.3812 0.164 0.191 -0.007
C -6.1930 -0.8703 2.3138 0.256 0.004 -0.301
C -0.0675 -3.5369 -1.3515 0.065 -0.006 0.150
C -0.7308 -5.9622 0.8217 -0.021 0.111 0.053
C -2.0187 2.6034 3.3134 0.084 -0.312 -0.200
C -3.2100 -1.8125 5.1089 0.194 -0.061 -0.050
H 5.0134 -0.1745 4.1739 -0.009 -0.002 0.007
H -1.7410 -1.0515 -4.5309 0.065 -0.012 0.029
H 4.0867 2.1011 -2.8457 0.132 -0.060 0.065
H 5.2466 2.8726 1.0969 -0.039 -0.005 0.004
H 5.9558 -4.1244 1.2872 -0.004 0.029 0.024
H -3.1673 2.8548 1.5211 -0.004 0.056 -0.032
H 0.5120 -3.7030 3.1187 0.017 -0.050 0.062
H -2.5833 6.0195 6.4641 0.004 -0.003 -0.017
H 7.0807 2.4922 -0.4667 0.004 -0.006 0.014
H 3.4396 2.7919 -5.5916 0.034 -0.010 -0.017
H 1.4781 3.2199 2.5165 -0.022 -0.008 -0.007
H 2.2859 -0.6798 -5.6519 -0.036 -0.008 0.025
H -0.1071 -1.7176 -4.3881 0.037 -0.035 -0.018
H -6.9026 -2.1045 -2.3034 0.015 -0.020 0.026
H -1.8433 -3.4966 -2.5885 -0.021 0.025 -0.004
H 4.3700 -6.0119 1.5540 -0.007 0.014 0.026
H 1.5030 -5.0118 -1.6725 0.088 -0.021 -0.013
H 2.7184 2.7607 -1.9670 0.061 0.028 -0.013
H -3.9869 2.9590 -1.8846 0.028 -0.009 0.035
H -3.4519 -1.9167 6.1605 0.014 0.023 0.011
H -0.9566 -1.1167 -2.9530 -0.035 -0.033 -0.042
H 4.1241 -4.2224 -4.1546 0.022 0.008 0.025
H 2.7284 5.2619 2.1248 0.014 0.011 0.029
H 5.0280 -0.9054 -2.0326 0.001 0.004 -0.031
H -1.2973 -5.9448 -0.1069 -0.012 -0.045 0.036
H -6.1211 -2.0365 -0.1663 -0.019 0.033 -0.008
H -7.5452 -0.7734 3.9830 0.008 0.008 0.009
H 5.1380 -1.9466 0.4835 0.013 -0.017 -0.023
H -0.7907 -4.8244 3.5294 -0.003 -0.017 -0.008
H 0.3980 -2.6951 -1.8673 0.023 0.054 -0.071
H 2.1337 3.7234 -0.4138 -0.032 -0.004 0.014
H -1.3032 -6.5507 1.5480 0.000 -0.014 -0.006
H -3.7885 5.5035 -4.3004 0.009 0.010 0.000
H -4.3398 3.9119 -3.7828 0.008 0.022 -0.044
H -1.9452 -2.4396 -1.1722 -0.051 -0.014 -0.043
H -1.1250 -2.2373 5.3236 0.008 0.037 -0.004
H -2.8449 1.7871 -1.4002 -0.044 0.034 -0.140
H 3.9016 1.8454 5.2658 0.003 -0.021 0.010
H -5.8126 -1.3322 5.6597 -0.011 0.005 -0.011
H 4.7123 1.9822 2.9580 -0.008 0.010 -0.007
H -4.3828 5.2789 -2.6526 -0.012 -0.010 -0.024
H 3.8865 4.4387 1.0865 0.019 0.036 0.014
H 0.7465 2.7826 0.1174 -0.014 0.148 -0.146
H 3.4828 3.7149 -3.2511 0.015 -0.025 -0.038
H 0.2041 -6.4905 0.6355 0.021 -0.012 -0.033
H -2.1225 -4.1836 -0.9853 -0.010 -0.012 -0.020
H -3.1562 0.6001 -4.0593 -0.012 -0.024 0.036
H -0.1275 -5.6872 -1.7393 0.033 0.022 -0.040
H 6.9967 0.5465 -2.0089 -0.019 -0.023 -0.011
H 0.8598 4.4905 0.5330 -0.031 -0.020 0.027
H 3.4487 -2.7961 -6.0704 -0.024 -0.004 0.002
H 2.7595 2.8420 4.3617 -0.047 0.000 0.030
H -3.7578 6.0347 4.3111 0.005 -0.015 0.029
H -1.2032 0.7784 -6.1019 -0.002 -0.016 -0.015
H -4.2535 4.9486 2.1571 0.005 0.004 0.006
H 3.8602 4.0993 2.8289 0.029 0.033 -0.008
H -1.0716 4.9156 8.0682 -0.017 -0.003 0.002
H 0.7523 -5.4315 2.9283 0.035 0.005 -0.017
H -4.9490 -0.1803 -5.5785 0.028 0.052 0.006
H 3.7083 -3.4795 -1.8677 -0.011 -0.027 0.037
H 1.4136 2.7836 -4.1326 -0.016 -0.020 -0.013
H 0.4149 0.1207 -6.3096 0.030 0.008 -0.019
H 3.8106 1.1337 -5.1042 0.002 0.008 -0.022
H 2.3719 1.4744 -6.0748 0.012 -0.021 -0.007
H 2.3606 1.1669 4.7297 0.049 0.090 0.008
H 0.1925 1.8311 -5.8781 0.023 -0.007 -0.053
H -6.9528 -0.5876 1.5955 0.017 0.006 -0.015
H -0.6772 -1.9201 2.8891 0.013 -0.002 0.040
H 1.9917 -5.6769 1.1402 -0.072 -0.011 -0.005
H 3.4629 -0.7460 3.5300 0.017 -0.035 -0.006
H 0.4840 -4.7089 -3.0767 -0.014 -0.012 -0.011
H -1.5102 -4.0908 1.4400 0.013 0.018 0.002
H -0.0770 2.7032 7.5082 0.005 -0.005 -0.024
H -1.6979 4.9913 -3.5150 0.078 -0.043 -0.008
H 4.8143 -0.4502 2.4345 0.005 -0.055 0.019
H -0.8684 1.1686 -3.7427 -0.015 -0.012 0.016